{
  "formula": "C5H11Cl4O",
  "method": "the ωB97M-V functional and the def2-TZVPD basis",
  "symbols": ["C", "O", "H", "H", "H", "Cl", "C", "C", "Cl", "H", "H", "H", "H", "Cl", "C", "C", "Cl", "H", "H", "H", "H"],
  "coordinates": [[8.52763, 1.36965, -0.45371], [7.78753, 2.47512, -0.14668], [7.95051, 0.55696, -0.89481], [9.34574, 1.69661, -1.09549], [8.96334, 0.89878, 0.42753], [9.45037, 5.12693, 5.70816], [9.05291, 3.75682, 6.71117], [7.62298, 3.23688, 6.51986], [6.38337, 4.56210, 6.67613], [9.23343, 4.13428, 7.71767], [9.73386, 2.94326, 6.46116], [7.58581, 2.52099, 7.34097], [7.66169, 2.87162, 5.49362], [7.65454, 1.36657, -9.77623], [6.35579, 1.21987, -8.59203], [6.75094, 1.80748, -7.29865], [7.12501, 3.53667, -7.25630], [6.11142, 0.16328, -8.48249], [5.46125, 1.70695, -8.98018], [7.65853, 1.37004, -6.88266], [5.93903, 1.66770, -6.58496]],
  "atomic_forces_ev_per_a": [[-0.824, 1.791, 0.665], [-0.412, -0.075, 0.165], [-0.261, -0.655, -0.825], [0.795, -0.622, -0.722], [0.695, -0.475, 0.728], [0.268, 0.608, -0.830], [-0.330, 0.330, 0.648], [1.525, 1.227, 0.002], [0.600, -1.008, 0.089], [-0.093, -0.460, 0.125], [-0.003, 0.016, 0.141], [-1.008, -0.296, -0.450], [-0.964, -0.397, 0.248], [0.257, -0.070, -0.511], [-0.579, 0.049, -0.603], [0.363, -0.087, 1.700], [-0.191, 0.456, -0.466], [0.189, 0.019, 0.147], [0.143, 0.107, -0.139], [-0.220, -0.371, -0.147], [0.049, -0.088, 0.034]],
  "nbo_charge": [-0.215, -1.005, 0.070, 0.085, 0.067, -0.038, -0.402, -0.377, -0.072, 0.207, 0.221, 0.217, 0.241, -0.059, -0.396, -0.399, -0.050, 0.226, 0.217, 0.230, 0.230],
  "e_tot_ha": -2113.06356,
  "charge": -1,
  "relative_energy_kcal_mol": 10.0,
  "gap_ev": 4.01,
  "homo_ev": -1.54,
  "fmax_ev_per_a": 2.080
}